Record 1
14
Properties=species:S:1:pos:R:3:forces:R:3 method="wB97M-V/def2-TZVPD" total_charge=+1 multiplicity=1 relative_energy_kj_mol=286.0 homo_energy_ha="-0.478 / -0.478"
H 2.196232 0.597076 -0.488006 -0.9 0.0 -0.4
N -1.574726 0.203220 0.193911 2.0 1.4 0.5
H 1.161304 -1.591048 0.224035 0.9 -1.1 -0.7
H -0.983836 -2.777054 0.048210 1.0 -1.1 0.8
H 0.157299 2.626853 -0.627088 0.8 -1.2 0.6
I -3.547520 0.349568 -0.068899 0.0 -0.3 -0.1
H 0.738103 1.961493 1.086550 0.0 -0.1 -1.5
C 1.053087 0.505561 -0.539188 0.7 -1.3 -1.2
H 0.647369 0.138187 -1.548277 1.1 1.5 1.0
C -0.812183 -0.802140 0.191548 -0.5 0.0 -0.5
C 0.695660 -0.666856 0.382440 -1.3 2.3 2.8
H 0.899741 -0.378203 1.468716 -0.3 -0.4 -1.3
C 0.617931 1.779587 -0.028857 -2.1 0.1 0.9
O -1.248459 -1.946246 -0.295099 -1.5 0.1 -0.9


Record 2
70
Properties=species:S:1:pos:R:3:forces:R:3 method="wB97M-V/def2-TZVPD" total_charge=+3 multiplicity=1 relative_energy_kj_mol=86.8 homo_energy_ha=-0.578
O 0.617143 -2.584636 1.501352 0.1 0.0 0.1
C -2.199678 -3.855835 -4.595909 0.0 0.0 0.0
C -2.645517 -5.138317 -4.887106 0.0 0.1 0.0
C -2.716528 3.449424 -2.516925 0.0 0.0 0.0
H 3.830910 -0.295973 2.255387 0.0 0.0 0.0
S 1.870556 -1.946513 1.032271 -0.1 0.1 0.0
H 1.341892 1.358111 -2.785509 0.0 0.0 0.0
H 3.671023 1.174033 -3.713057 0.0 0.0 0.0
N -1.629598 2.495993 -2.883188 0.0 0.0 0.0
H -2.270187 -6.598649 -1.851441 0.0 0.0 0.0
Br -1.214549 -1.797894 -2.934082 0.0 0.1 0.1
C 4.125973 -1.334632 2.313580 0.0 0.0 0.0
H -3.065152 5.557413 -2.706134 0.0 0.0 0.0
C -1.802733 -4.550705 -2.315042 0.0 0.0 0.0
C -2.599907 1.122810 0.802177 0.0 0.0 0.0
N 1.652145 -2.290736 -0.543168 0.2 0.0 0.0
C 3.668216 -3.712836 1.836488 0.0 0.1 0.0
H -2.942814 3.341341 -1.458701 0.0 0.0 0.0
C -2.250810 -5.829675 -2.611940 0.0 0.0 0.0
H -3.715880 -2.059086 0.463963 0.0 0.0 0.0
C -2.137806 -1.464823 1.797875 0.0 -0.1 0.0
H -2.974375 -5.368184 -5.891159 0.0 0.0 0.0
C 3.265848 0.420653 -3.054135 0.0 0.0 0.0
C -2.672274 -6.114457 -3.903716 0.0 0.0 0.1
H -4.148615 0.212801 -0.377009 0.0 0.0 0.0
H -2.695889 -3.524929 2.118567 0.0 0.0 0.0
H -3.022305 -7.110466 -4.137677 0.0 0.0 0.0
C -1.784022 -3.588227 -3.304578 0.0 0.0 0.0
H -2.707033 -2.494601 3.535989 0.0 0.0 0.0
C -1.512647 0.887080 1.634547 0.0 0.0 0.0
C 4.026511 -0.679195 -2.660047 0.0 0.0 0.0
C -1.086319 2.660390 -4.261758 0.0 0.0 0.0
C 5.292149 -1.688333 2.920555 0.0 0.0 0.0
N 1.502420 -0.429068 -1.745056 0.1 -0.1 0.1
H -0.447249 4.291160 -5.501377 0.0 0.0 0.0
N -0.882431 0.706253 -1.388395 0.1 0.0 0.1
H 0.113387 4.407061 -3.818820 0.0 0.0 0.0
C -2.159592 -2.720522 2.617025 0.0 0.0 0.0
O 1.580202 -0.471929 1.056282 -0.1 0.0 -0.1
C 3.297579 -2.345559 1.772982 0.0 -0.1 0.0
Zr -0.220368 -1.117712 -0.250921 -0.2 0.0 -0.5
H 5.043319 -0.810299 -3.009876 0.0 0.0 0.0
H -0.878534 1.702088 1.960288 0.0 0.0 0.0
C -1.239234 1.561079 -2.102381 0.0 0.0 0.0
H -1.166171 -3.052541 2.907779 0.0 0.0 0.0
H -1.870850 2.360191 -4.957615 0.0 0.0 0.0
C 5.676941 -3.054038 3.007449 0.0 0.0 0.0
N 3.559402 -1.613984 -1.829101 0.0 0.0 0.0
C -3.085193 -1.239719 0.787588 0.0 0.0 0.1
N 6.813059 -3.396559 3.606529 0.0 0.0 0.0
C 1.985177 0.520402 -2.556287 0.0 0.0 -0.1
H -3.594118 3.189571 -3.110022 0.0 0.0 0.0
C -3.342454 0.053141 0.328068 0.0 0.0 0.0
H -2.179492 -3.090828 -5.359577 0.0 0.0 0.0
H 5.130192 -5.092989 2.505157 0.0 0.0 0.0
C 2.328309 -1.432168 -1.430733 -0.1 -0.1 0.2
I -1.116687 -4.154693 -0.391887 0.0 0.1 0.0
H -0.224976 2.005780 -4.386345 0.0 0.0 0.0
H -0.509476 -0.552537 2.874828 0.0 0.0 0.0
H 3.033599 -4.479972 1.410932 0.0 0.0 0.0
C -0.729415 4.125319 -4.463373 0.0 0.0 0.0
H -2.834635 2.133683 0.500673 0.0 0.0 0.0
H 7.419274 -2.705738 4.017703 0.0 0.0 0.0
O -1.848826 4.935165 -4.196071 0.0 0.0 0.0
H -1.417105 5.146968 -2.184862 0.0 0.0 0.0
C -1.280292 -0.400492 2.129891 0.1 -0.1 0.1
H 5.931954 -0.927769 3.347564 0.0 0.0 0.0
C 4.834762 -4.054103 2.443704 0.0 0.0 0.0
C -2.243457 4.857745 -2.846169 0.0 0.0 0.0
H 7.097736 -4.359417 3.681980 0.0 0.0 0.0


Record 3
52
Properties=species:S:1:pos:R:3:forces:R:3 method="wB97M-V/def2-TZVPD" multiplicity=1 relative_energy_kj_mol=15.1 smiles="CCCCCCCCCCCCCCCC(=O)C(F)(F)F" homo_energy_ha=-0.390
H -1.393064 2.059374 -2.398113 0.1 0.1 0.0
F 1.815495 5.629916 6.085488 0.1 -0.2 -0.1
H 3.599148 -5.112514 -2.340133 0.1 0.0 0.1
H 0.104439 1.194850 -2.056741 0.1 0.1 -0.1
H -2.613403 -2.618475 -2.219327 0.0 0.0 -0.1
H -0.631504 4.162814 1.735844 -0.1 0.1 0.1
C -0.027248 4.104996 5.901801 0.3 0.7 0.1
C -0.895761 -3.895375 -1.931328 -0.1 -0.1 -0.3
H -1.529075 -0.090243 -3.449790 -0.1 0.0 0.0
H 0.152392 1.761484 4.600576 -0.1 0.0 0.1
H -1.939919 2.979842 1.780435 -0.1 0.1 0.1
H 1.202332 4.028248 4.191235 0.0 0.1 0.0
C -1.543302 -2.598902 -2.439053 0.2 0.0 0.3
H 1.006573 2.388366 2.314124 0.1 -0.1 0.0
H -0.703137 0.648494 0.208840 -0.1 -0.1 0.1
C -0.877267 3.112583 1.565220 0.4 -0.1 -0.2
H 0.455686 2.819695 -0.100252 0.1 0.1 -0.1
C -0.343325 2.516785 3.987978 0.2 0.1 -0.1
C 0.143039 3.893887 4.434037 -0.3 -0.6 -0.3
H -1.672715 -4.650165 -1.789811 0.0 0.0 0.1
C -0.057145 2.238722 2.513172 -0.3 0.1 0.1
H 1.994144 -4.573235 -4.885060 0.0 0.1 -0.1
H -2.254227 1.417478 -0.135603 -0.1 -0.1 0.1
H 3.956528 -5.788780 -3.929761 0.1 -0.1 0.0
H -0.305134 -4.675432 -3.847881 0.0 -0.1 -0.1
H 1.074351 -2.661203 -3.527219 0.0 0.1 0.1
H 3.197466 -3.482184 -4.200326 0.0 0.0 -0.1
H -1.107519 -1.388465 -0.725287 0.1 0.0 0.1
C 0.154196 -4.487073 -2.874131 0.1 0.2 0.3
C -1.607733 -0.073951 -2.359659 0.4 0.1 0.1
H -1.415163 2.438139 4.176524 0.0 -0.1 0.1
C 0.506764 5.500335 6.363734 0.0 0.2 0.4
H 0.466935 -5.450216 -2.466190 0.0 -0.1 -0.1
H 2.470952 -6.236602 -3.099566 0.0 -0.1 0.1
O -0.502767 3.351495 6.697952 0.0 0.0 0.0
H 0.119469 -1.296030 -1.987715 0.1 0.0 0.1
H -0.401238 4.690860 3.918656 0.1 0.1 0.0
H -0.439745 -3.714853 -0.955415 0.0 0.0 0.1
H -0.285056 1.190389 2.318832 0.1 -0.1 0.0
C -0.619865 2.797185 0.090349 -0.3 -0.1 0.2
H -1.076809 3.581958 -0.517507 0.1 0.0 -0.1
H -2.671050 -0.074537 -2.108070 -0.1 0.0 -0.1
C 2.452390 -4.241726 -3.950330 0.0 0.1 0.2
C -1.183972 1.448904 -0.353080 0.3 0.2 -0.3
C 1.382278 -3.600466 -3.064532 -0.1 -0.2 -0.3
H -1.440310 -2.542333 -3.524753 -0.1 0.0 -0.1
F -0.121993 6.495182 5.714099 -0.2 -0.1 -0.1
F 0.350728 5.710054 7.666450 -0.1 -0.2 0.0
C -0.967741 1.216583 -1.847051 -0.3 -0.2 0.1
C 3.160494 -5.417903 -3.287873 -0.1 0.1 -0.2
C -0.955130 -1.338806 -1.805019 -0.4 0.1 -0.3
H 1.816519 -3.369150 -2.088772 0.0 0.1 0.1


Record 4
9
Properties=species:S:1:pos:R:3:forces:R:3 method="wB97M-V/def2-TZVPD" multiplicity=1 relative_energy_kj_mol=516.2 homo_energy_ha=-0.332
C -1.507149 -0.798257 0.020130 0.1 0.5 -0.5
C 1.049779 -0.283376 1.300796 0.4 0.3 -0.3
N -0.769032 1.110672 -1.263638 -0.2 -0.3 0.0
H -2.124077 -1.668921 -0.107008 0.0 0.1 -0.1
N -1.156886 0.076664 -0.705068 -0.2 -0.3 0.3
H 2.239561 1.106975 -0.042823 -0.1 -0.1 0.1
H 0.467614 -0.917284 1.932275 0.2 0.1 -0.1
C 1.670047 0.451828 0.577918 -0.2 -0.3 0.4
H 0.130144 0.921699 -1.712582 0.0 -0.1 0.0


Number 1: calculated total energy -15889.0252 eV. Number 2: calculated total energy -134824.6850 eV. Number 3: calculated total energy -28332.8592 eV. Number 4: calculated total energy -6150.5506 eV.